# 1
# C2H2IN3O

2 unconnected molecules or ions with the total composition C2H2IN3O at a distorted geometry (ωB97M-V/def2-TZVPD, OMol25).

Structure (XYZ):
```
9
Properties=species:S:1:pos:R:3:mulliken_charge:R:1
C 0.7565 1.0449 1.0448 -0.07
C -1.5447 -1.1354 -1.5806 0.53
N 1.5874 0.3488 1.5315 0.54
N -1.9444 -0.0645 -1.9824 -0.44
N 2.2183 -0.5512 1.9908 -0.94
O -1.2780 -2.0507 -0.9600 -0.33
I 0.1832 2.5378 -0.2015 0.21
H -2.6913 0.0797 -2.6401 0.25
H 2.7130 -0.2096 2.7975 0.24
```

Its net charge is 0. Its energy relative to the best compared isomer or geometry (same formula, charge and spin) is 150.1 kJ/mol. The LUMO energy (alpha / beta) comes out at -0.14 / -0.14 eV. For the total energy, the calculation gives -16721.19655 eV.


# 2
# C5H10O2

A single C5H10O2 molecule at a distorted geometry (ωB97M-V/def2-TZVPD, OMol25).

Structure (XYZ):
```
17
Properties=species:S:1:pos:R:3:mulliken_charge:R:1
O 2.4781 0.4052 0.2644 -0.54
C 1.6698 -0.6146 -0.2039 -0.68
C 0.1145 -0.6135 0.4990 0.28
C -0.2886 0.8302 0.6958 -0.47
C -1.5101 1.0295 -0.2120 -0.45
O -1.4977 -0.0382 -1.1416 -0.39
C -0.8910 -1.1698 -0.5361 -0.71
H 1.8125 1.2589 0.2662 0.28
H 1.4888 -0.5086 -1.2872 0.32
H 2.0091 -1.6229 0.0694 0.34
H 0.2212 -1.2073 1.4168 0.44
H -0.3603 1.2021 1.7156 0.41
H 0.6525 1.6038 0.3170 -0.02
H -1.4345 1.9643 -0.7720 0.33
H -2.4515 1.0465 0.3622 0.24
H -0.3618 -1.7106 -1.3315 0.35
H -1.6510 -1.8549 -0.1221 0.27
```

Its net charge is 0. Its energy relative to the best compared isomer or geometry (same formula, charge and spin) is 288.1 kJ/mol. The LUMO energy comes out at 0.87 eV. For the total energy, the calculation gives -9440.05744 eV. The SMILES is OC[C@H]1CCOC1.


# 3
# C48H38BBr4N6O2RuTe

A molecular structure, C48H38BBr4N6O2RuTe (ωB97M-V/def2-TZVPD, OMol25).

Structure (XYZ):
```
101
Properties=species:S:1:pos:R:3:mulliken_charge:R:1
Ru -0.2458 0.6958 0.1835 0.34
C 4.5229 2.7458 1.9366 -1.36
C 3.7073 1.8268 1.0908 0.58
C 4.1366 0.8981 0.1720 -1.32
C 2.9824 0.3183 -0.3710 -1.15
N 1.8999 0.8608 0.2248 1.34
N 2.3676 1.7862 1.1065 0.48
B 1.4113 2.7300 1.8504 -1.43
N 0.5532 3.4774 0.8304 0.33
N -0.3277 2.8215 0.0341 0.69
C -0.8861 3.7324 -0.7673 -0.50
C -0.3148 4.9857 -0.5051 -1.49
C 0.5743 4.7882 0.5264 0.95
C 1.4359 5.7869 1.2227 -1.40
C -1.9382 3.5148 -1.7756 0.68
C -1.7750 4.1084 -3.0267 -0.57
C -2.7497 3.9750 -4.0017 -0.84
C -3.9106 3.2634 -3.7308 -0.53
C -4.0975 2.7075 -2.4744 -0.56
C -3.1188 2.8320 -1.4975 0.32
N 0.5432 1.9099 2.8026 0.55
N -0.2832 0.9320 2.3361 0.82
C -0.8542 0.3786 3.4264 -0.63
C -0.3766 1.0155 4.5755 -1.43
C 0.4981 1.9834 4.1395 0.94
C 1.2818 2.9688 4.9393 -1.45
C -1.7788 -0.7710 3.5032 0.54
C -2.8956 -0.9401 2.6939 0.62
C -3.6817 -2.0775 2.8354 -0.60
C -3.3742 -3.0395 3.7858 -0.58
C -2.2748 -2.8613 4.6130 -0.79
C -1.4868 -1.7329 4.4723 -0.74
C 3.0427 -0.7159 -1.4273 1.07
C 4.2293 -1.4435 -1.5588 -0.78
C 4.3840 -2.3825 -2.5635 -1.02
C 3.3527 -2.6217 -3.4605 -0.77
C 2.1714 -1.9088 -3.3367 -0.46
C 2.0155 -0.9656 -2.3306 0.98
H 5.5789 2.5531 1.7579 0.43
H 4.3216 2.5989 2.9978 0.20
H 4.3206 3.7912 1.7030 0.19
H 5.1580 0.7057 -0.1031 0.58
H 2.0525 3.5148 2.4775 -0.01
H -0.5752 5.9204 -0.9717 0.58
H 1.2632 6.7696 0.7884 0.40
H 2.4946 5.5480 1.1175 0.21
H 1.2109 5.8381 2.2884 0.23
H -0.8602 4.6453 -3.2469 0.48
H -2.6000 4.4223 -4.9759 0.39
H -4.6717 3.1540 -4.4928 0.44
H -5.0133 2.1770 -2.2460 0.45
H -3.2931 2.4527 -0.4975 0.29
H -0.6757 0.8128 5.5893 0.63
H 1.0726 2.8197 5.9967 0.39
H 1.0179 3.9935 4.6771 0.26
H 2.3538 2.8517 4.7805 0.22
H -3.1458 -0.1968 1.9535 0.36
H -4.5386 -2.2106 2.1908 0.26
H -3.9934 -3.9222 3.8854 0.43
H -2.0253 -3.6033 5.3606 0.38
H -0.6069 -1.6098 5.0915 0.47
H 5.0378 -1.2984 -0.8552 0.30
H 5.3132 -2.9334 -2.6391 0.42
H 3.4716 -3.3531 -4.2500 0.40
H 1.3655 -2.0659 -4.0440 0.41
H 1.1150 -0.3754 -2.2834 0.27
Br -5.7412 -1.5041 -3.4068 -0.13
C -4.0600 -0.7944 -2.9298 0.27
C -3.0921 -0.5578 -3.9048 0.37
Br -3.4299 -0.9760 -5.7132 -0.10
C -1.8622 -0.0228 -3.5371 -0.09
Br -0.5225 0.4061 -4.7887 -0.11
C -1.5679 0.2118 -2.1988 0.43
O -0.4140 0.7123 -1.7883 -1.22
C -2.5366 -0.0208 -1.2138 0.39
O -2.2241 0.3532 0.0222 -0.67
C -3.7897 -0.4896 -1.5984 -0.11
Br -5.1155 -0.6014 -0.2662 -0.13
Te -0.1534 -1.9535 0.7624 0.88
C 1.7100 -2.9226 0.5917 0.59
C 2.0026 -3.8277 -0.4175 -0.16
C 3.2149 -4.5023 -0.3967 -0.63
C 4.1389 -4.2557 0.6087 -0.71
C 3.8462 -3.3390 1.6084 -0.78
C 2.6239 -2.6825 1.6114 -0.37
C -1.2440 -3.0561 -0.6505 0.20
C -1.0625 -2.8819 -2.0174 1.00
C -1.8481 -3.5906 -2.9136 -0.52
C -2.8112 -4.4725 -2.4417 -0.89
C -2.9821 -4.6550 -1.0770 -0.66
C -2.1980 -3.9479 -0.1747 -0.93
H 1.2927 -4.0157 -1.2129 0.34
H 3.4414 -5.2144 -1.1801 0.44
H 5.0864 -4.7791 0.6141 0.39
H 4.5619 -3.1451 2.3974 0.44
H 2.3874 -1.9870 2.4101 0.40
H -0.3143 -2.1975 -2.3828 -0.56
H -1.7144 -3.4436 -3.9787 0.47
H -3.4315 -5.0178 -3.1413 0.41
H -3.7341 -5.3418 -0.7107 0.44
H -2.3458 -4.0703 0.8914 0.45
```

Its net charge is 0. The spin multiplicity is 2. Its energy relative to the best compared isomer or geometry (same formula, charge and spin) is 0.0 kJ/mol. The LUMO energy (alpha / beta) comes out at 0.30 / -1.22 eV. For the total energy, the calculation gives -354154.84407 eV.


# 4
# C18H44N2O5

5 unconnected molecules or ions with the total composition C18H44N2O5 at a distorted geometry (ωB97M-V/def2-TZVPD, OMol25).

Structure (XYZ):
```
69
Properties=species:S:1:pos:R:3:mulliken_charge:R:1
C 1.0027 4.5032 0.1386 -1.60
C -0.5104 4.1649 -0.2457 1.52
C -0.9867 5.1824 -1.2955 -1.73
C -0.3530 2.7242 -0.9210 -1.84
C -0.1691 1.5601 0.0981 1.47
C -1.1532 1.7652 1.1900 -1.64
C -1.2452 3.0389 1.9995 2.14
C -2.5394 3.0185 2.7712 -2.22
C -0.0467 3.1757 3.0378 -1.80
N -1.4166 4.1449 0.9695 0.15
O -1.4293 5.3722 1.6413 -0.52
H 1.7340 4.2833 -0.6393 0.40
H 1.0512 5.5622 0.3920 0.34
H 1.3628 3.9441 1.0022 0.33
H -1.0052 6.2204 -0.9633 0.34
H -0.3872 5.0142 -2.1902 0.40
H -2.0362 5.0706 -1.5675 0.37
H -1.1402 2.4579 -1.6264 0.38
H 0.5977 2.6357 -1.4468 0.40
H -0.2251 0.6396 -0.4831 -0.95
H 0.8234 1.5910 0.5476 0.37
H -0.9239 0.9521 1.8787 0.42
H -2.1675 1.4868 0.9041 0.42
H -3.4327 3.0637 2.1481 0.37
H -2.5164 3.8511 3.4743 0.58
H -2.4892 2.0822 3.3269 0.46
H 0.0785 4.2008 3.3864 0.38
H 0.9380 2.8417 2.7109 0.33
H -0.2307 2.6295 3.9629 0.43
H -2.3679 5.4788 1.8125 0.37
C 2.3475 -0.7912 -0.1659 -1.87
C 1.9930 -2.1774 -0.8360 1.93
C 1.0435 -1.8519 -1.9337 -1.86
C 3.3427 -2.6822 -1.3826 -1.36
C 3.3196 -4.1283 -1.8722 -0.69
C 2.9336 -4.9716 -0.6801 -1.26
C 1.5688 -4.6014 -0.0416 1.59
C 0.3609 -5.2649 -0.7332 -1.54
C 1.6549 -5.3276 1.2677 -2.07
N 1.4214 -3.1253 0.2236 0.15
O 0.1971 -2.6814 0.6642 -0.43
H 1.5040 -0.5859 0.4933 0.35
H 3.2334 -0.8242 0.4683 0.49
H 2.5390 0.0308 -0.8556 0.36
H 0.0369 -1.5428 -1.6522 0.06
H 1.6182 -1.2849 -2.6660 0.55
H 0.8659 -2.7510 -2.5239 0.52
H 3.8102 -2.1557 -2.2147 0.41
H 4.0872 -2.6396 -0.5876 0.37
H 2.4615 -4.1765 -2.5426 0.30
H 4.2390 -4.4886 -2.3336 0.43
H 3.7270 -4.7452 0.0321 0.37
H 2.9769 -6.0510 -0.8253 0.48
H 0.4549 -6.3365 -0.9093 0.38
H 0.1766 -4.6489 -1.6133 0.33
H -0.5882 -5.0849 -0.2284 0.37
H 1.7302 -6.4086 1.1499 0.40
H 0.8123 -5.0992 1.9203 0.41
H 2.4782 -4.8891 1.8317 0.50
H 0.2966 -2.5862 1.6143 0.35
O -5.0017 -1.2350 0.8474 -0.63
H -4.8610 -2.1632 1.0345 0.30
H -4.7108 -1.1259 -0.0579 0.30
O -2.7608 -0.6933 -1.3441 -0.60
H -3.2063 0.0463 -1.7573 0.32
H -1.8495 -0.4112 -1.2658 0.25
O -4.1156 1.9665 -2.2495 -0.61
H -4.8401 2.2757 -2.7933 0.28
H -4.1138 2.5552 -1.4947 0.30
```

Its net charge is 0. Its energy relative to the best compared isomer or geometry (same formula, charge and spin) is 247.8 kJ/mol. The LUMO energy comes out at 0.44 eV. For the total energy, the calculation gives -32593.43317 eV. The SMILES is CC1(C)CCCC(C)(C)N1O.CC1(C)CCCC(C)(C)N1O.O.O.O.